(1)
Here is C41H26BrCl2IN6O3S3W as an isolated structure at a distorted geometry from OMol25. Energies are from wB97M-V/def2-TZVPD.

Structure (XYZ):
```
84
Properties=species:S:1:pos:R:3:mulliken_charge:R:1
W 1.482 1.830 0.519 0.044
C -5.684 -9.823 1.585 -0.841
O -5.175 -9.116 0.472 -0.438
C -4.487 -7.992 0.632 0.847
C -4.134 -7.433 1.871 -0.544
C -3.452 -6.240 1.920 -0.770
C -3.112 -5.556 0.745 0.189
C -3.445 -6.129 -0.494 -0.576
C -4.104 -7.327 -0.552 -0.618
C -2.452 -4.280 0.768 0.452
N -2.358 -3.471 -0.272 -0.778
C -1.667 -2.395 0.146 0.874
C -1.316 -2.545 1.502 0.149
N -1.838 -3.744 1.874 -0.062
C -0.549 -1.598 2.211 -0.144
C -0.200 -1.645 3.563 -0.542
C 0.603 -0.644 4.083 -1.193
C 1.071 0.365 3.254 0.075
N 0.748 0.452 1.957 0.423
C -0.083 -0.498 1.435 0.120
C -0.450 -0.315 0.080 0.472
N 0.055 0.825 -0.535 0.338
C -0.256 0.970 -1.853 -0.444
C -1.078 0.110 -2.549 -1.219
C -1.609 -1.016 -1.929 -0.627
C -1.273 -1.247 -0.599 -0.115
H -6.244 -10.656 1.166 0.247
H -6.355 -9.198 2.178 0.356
H -4.879 -10.211 2.215 0.345
H -4.393 -7.931 2.791 0.433
H -3.216 -5.820 2.886 0.247
H -3.172 -5.600 -1.393 0.453
H -4.354 -7.783 -1.497 0.441
H -1.731 -4.188 2.772 0.241
H -0.568 -2.440 4.189 0.531
H 0.881 -0.641 5.123 0.506
H 1.745 1.120 3.649 0.322
H 0.177 1.830 -2.356 0.861
H -1.283 0.315 -3.587 0.687
H -2.249 -1.712 -2.443 0.656
Cl 3.295 4.947 6.789 -0.156
C 3.191 4.245 5.231 0.245
C 4.291 3.532 4.730 -0.592
C 4.195 2.927 3.496 0.517
Cl 5.501 2.022 2.831 -0.117
C 3.008 2.982 2.736 -0.010
O 2.903 2.290 1.621 -0.099
C 1.900 3.740 3.237 1.103
C 0.664 3.786 2.534 -0.214
O 0.418 3.136 1.460 -0.393
C 2.031 4.369 4.494 -1.179
H 5.196 3.450 5.311 0.502
H -0.149 4.379 2.953 0.455
H 1.188 4.911 4.894 0.473
Br 3.567 1.247 -3.282 -0.107
C 5.111 0.978 -2.227 0.356
C 6.353 1.422 -2.659 -0.494
C 7.472 1.214 -1.870 -0.562
C 7.364 0.579 -0.642 -0.669
C 6.130 0.126 -0.203 -0.501
C 5.020 0.331 -1.002 0.264
I 3.088 -0.352 -0.294 0.277
H 6.433 1.930 -3.608 0.439
H 8.433 1.553 -2.224 0.408
H 8.229 0.431 -0.015 0.419
H 6.033 -0.387 0.741 0.536
S -2.138 7.209 -2.151 -0.238
C -1.059 5.971 -2.039 0.075
S 0.271 5.916 -0.880 -0.082
C 0.682 4.319 -1.523 0.344
N -0.100 3.940 -2.467 -0.465
N -1.051 4.830 -2.767 0.269
C -1.860 4.556 -3.904 0.379
C -2.026 5.513 -4.896 -0.321
C -2.717 5.174 -6.047 -0.703
C -3.228 3.897 -6.206 -0.524
C -3.073 2.956 -5.202 -0.678
C -2.387 3.279 -4.046 -0.270
S 2.137 3.468 -1.118 -0.282
H -1.602 6.499 -4.784 0.459
H -2.835 5.906 -6.828 0.395
H -3.739 3.631 -7.116 0.404
H -3.479 1.965 -5.319 0.390
H -2.255 2.557 -3.256 0.546
```

Computed properties:
- total charge = +2
- Kohn-Sham gap (alpha / beta) (Eh) = 0.171 / 0.171
- HOMO (alpha / beta) (eV) = -11.9 / -11.9
- E (Eh) = -7185.56367
- relative energy (zero: lowest compared OMol25 entry of this formula, charge and spin) (kJ/mol) = 0.0


(2)
Here is C41H26Cl4F3LuN2O5P as an isolated structure at a distorted geometry from OMol25. Energies are from wB97M-V/def2-TZVPD.

Structure (XYZ):
```
83
Properties=species:S:1:pos:R:3:mulliken_charge:R:1
Lu 0.614 -0.263 1.389 1.955
O 0.350 -2.080 0.331 -1.022
C 0.894 -1.431 -0.655 2.422
C 1.429 -2.331 -1.741 -1.271
C 2.167 -3.503 -1.790 -0.013
C 2.574 -4.031 -3.002 -0.811
C 2.226 -3.391 -4.216 -0.784
C 1.352 -2.297 -4.222 -0.370
C 0.974 -1.753 -2.995 -0.485
P -0.059 -0.567 -2.242 1.300
C 0.432 1.061 -2.684 1.091
C 1.498 1.686 -2.011 -0.571
C 1.791 2.998 -2.435 -0.823
C 1.178 3.628 -3.538 -0.541
C 0.151 2.987 -4.208 -0.936
C -0.184 1.685 -3.762 -0.165
C -1.658 -0.779 -2.983 0.148
C -2.068 -1.934 -3.628 -0.575
C -3.374 -2.257 -3.922 -0.876
C -4.398 -1.438 -3.446 -0.430
C -4.027 -0.363 -2.665 -0.771
C -2.714 -0.011 -2.506 0.066
H 2.326 -4.098 -0.878 0.488
H 2.939 -5.058 -2.985 0.374
H 2.452 -3.586 -5.254 0.375
H 0.937 -1.770 -5.055 0.501
H 1.931 1.288 -1.140 0.170
H 2.539 3.603 -1.948 0.385
H 1.478 4.637 -3.873 0.348
H -0.319 3.513 -5.043 0.416
H -0.999 1.239 -4.264 0.474
H -1.321 -2.587 -4.038 0.393
H -3.752 -3.145 -4.490 0.304
H -5.469 -1.771 -3.590 0.279
H -4.738 0.261 -2.204 0.546
H -2.543 0.917 -1.984 0.102
Cl -2.081 1.117 7.671 -0.236
C -1.007 0.695 6.417 0.381
C 0.345 1.000 6.628 0.170
Cl 0.946 1.595 8.114 -0.231
C 1.228 0.883 5.552 -0.070
Cl 2.936 1.287 5.729 -0.229
C 0.788 0.495 4.304 0.534
O 1.510 0.513 3.208 -0.889
C -0.495 -0.143 4.188 -0.092
O -0.699 -0.774 3.045 -1.173
C -1.372 -0.014 5.249 0.256
Cl -3.027 -0.583 5.022 -0.239
O 1.231 -2.560 4.745 -0.461
C 1.597 -3.793 4.131 -0.797
N 2.936 -4.137 4.498 0.029
C 4.083 -3.958 3.883 0.062
O 5.169 -4.292 4.406 -0.708
C 3.998 -3.121 2.594 0.448
C 4.872 -3.294 1.546 -0.474
C 4.846 -2.391 0.467 -0.740
C 3.909 -1.380 0.486 -0.453
N 3.051 -1.220 1.492 -0.007
C 3.159 -1.989 2.571 -0.904
H 0.347 -2.308 4.353 0.296
H 1.622 -3.611 3.050 0.472
H 0.832 -4.511 4.305 0.409
H 3.051 -4.671 5.380 0.281
H 5.470 -4.223 1.610 0.398
H 5.480 -2.442 -0.428 0.403
H 3.689 -0.671 -0.282 0.440
H 2.527 -1.734 3.369 1.263
F -4.493 7.580 -1.649 -0.276
C -4.855 6.289 -1.793 0.853
F -4.816 6.091 -3.115 -0.268
F -6.121 6.249 -1.336 -0.287
C -3.999 5.281 -1.135 -0.167
C -2.850 4.795 -1.763 -0.331
C -2.086 3.729 -1.399 0.295
C -2.572 3.060 -0.260 0.869
C -3.698 3.469 0.425 -0.999
C -4.376 4.607 0.068 -0.691
C -1.811 1.945 0.254 -0.475
C -1.000 1.141 0.678 -0.597
H -2.472 5.345 -2.676 0.277
H -1.060 3.539 -1.816 0.110
H -4.062 3.016 1.325 0.526
H -5.283 5.041 0.567 0.328
```

Computed properties:
- total charge = -1
- Kohn-Sham gap (Eh) = 0.236
- HOMO (eV) = -4.5
- E (Eh) = -5781.01212
- relative energy (zero: lowest compared OMol25 entry of this formula, charge and spin) (kJ/mol) = 119.0


(3)
Here is C41H27AsBrFNO4Ru as an isolated structure from OMol25. Energies are from wB97M-V/def2-TZVPD.

Structure (XYZ):
```
77
Properties=species:S:1:pos:R:3:mulliken_spin:R:1
Ru -0.541 1.067 1.192 1.022
Br 1.353 2.260 0.220 0.007
C 0.354 3.202 -1.113 0.006
C 0.919 4.195 -1.846 0.001
C 0.121 4.812 -2.838 -0.002
C -1.164 4.403 -3.054 0.004
C -1.741 3.360 -2.287 -0.001
C -3.067 2.900 -2.483 0.000
C -3.569 1.891 -1.712 -0.003
C -2.782 1.301 -0.694 -0.004
C -1.503 1.725 -0.452 -0.073
C -0.966 2.750 -1.273 0.053
H 1.940 4.510 -1.681 0.000
H 0.546 5.614 -3.427 0.000
H -1.764 4.879 -3.820 0.000
H -3.673 3.360 -3.253 0.000
H -4.580 1.538 -1.872 0.000
H -3.213 0.496 -0.104 -0.005
O -2.222 4.725 2.427 -0.001
C -2.021 3.530 2.547 -0.013
O -0.964 2.912 2.139 0.030
C -3.115 2.692 3.207 -0.005
C -4.186 3.362 3.799 0.001
C -5.194 2.667 4.451 0.000
C -5.149 1.283 4.529 0.000
C -4.081 0.628 3.941 0.007
C -3.074 1.314 3.279 0.024
N -3.988 -0.850 4.055 0.000
O -3.020 -1.390 3.552 0.000
O -4.903 -1.437 4.594 0.000
H -4.200 4.440 3.727 0.000
H -6.015 3.204 4.906 0.000
H -5.910 0.710 5.037 0.000
H -2.261 0.716 2.881 -0.008
F 0.199 -4.494 -1.311 0.001
C 0.072 -3.256 -0.790 0.015
C -0.742 -3.073 0.308 -0.006
C -0.843 -1.793 0.838 0.005
C -0.166 -0.700 0.290 -0.048
C 0.630 -0.942 -0.836 0.009
C 0.760 -2.211 -1.378 -0.002
H -1.273 -3.913 0.736 0.000
H -1.477 -1.655 1.711 0.002
H 1.160 -0.127 -1.313 -0.001
H 1.378 -2.401 -2.246 0.000
C -0.305 -0.452 7.841 0.000
C 0.777 -1.129 7.295 0.000
C 1.124 -0.934 5.966 0.000
C 0.380 -0.059 5.182 -0.002
C -0.706 0.617 5.728 0.001
C -1.045 0.423 7.059 0.000
As 0.837 0.274 3.334 -0.016
C 2.200 1.642 3.408 0.004
C 2.025 2.986 3.692 0.000
C 3.114 3.842 3.594 -0.002
C 4.353 3.352 3.198 0.000
C 4.520 2.008 2.899 -0.001
C 3.439 1.139 3.005 0.000
C 3.460 -0.309 2.720 -0.001
C 4.564 -1.036 2.290 -0.001
C 4.446 -2.398 2.059 0.000
C 3.233 -3.047 2.248 0.000
C 2.120 -2.329 2.664 0.002
C 2.240 -0.970 2.901 0.005
H -0.572 -0.609 8.878 0.000
H 1.354 -1.812 7.905 0.000
H 1.969 -1.461 5.541 0.000
H -1.288 1.298 5.117 -0.002
H -1.889 0.953 7.481 0.000
H 1.048 3.371 3.953 0.001
H 2.991 4.895 3.812 0.000
H 5.196 4.026 3.117 0.000
H 5.490 1.643 2.586 0.000
H 5.516 -0.545 2.135 0.000
H 5.309 -2.960 1.724 0.000
H 3.151 -4.110 2.059 0.000
H 1.167 -2.828 2.789 -0.001
```

Computed properties:
- Kohn-Sham gap (alpha / beta) (Eh) = 0.243 / 0.240
- HOMO (alpha / beta) (eV) = -8.0 / -7.8
- E (Eh) = -6938.72124
- expectation value of S² = 0.762
- relative energy (zero: lowest compared OMol25 entry of this formula, charge and spin) (kJ/mol) = 44.8
- multiplicity = 2